Computed, not measured: a molecular structure, C15H39F6N3O8S3Si3Tc in a non-equilibrium geometry, with wB97M-V/def2-TZVPD.

Atoms and positions in Å:
Tc 0.128426 0.248088 0.957022
C -1.753783 2.262429 2.630598
O -1.489136 0.961469 2.055029
Si -2.369445 -0.494577 2.190258
C -2.140289 -1.206928 3.870789
C -4.150546 -0.107156 1.904880
C -1.226009 -1.126878 0.784299
Si -2.149005 -1.005689 -0.950985
C -2.422226 0.805318 -1.320042
C -3.796312 -1.879057 -0.914836
C -1.114792 -1.768877 -2.298458
Si -0.466235 -2.976627 1.068443
C -1.987448 -4.063553 1.007680
C 0.798775 -3.375758 -0.242011
C 0.376974 -3.300620 2.692742
H -2.759997 2.250412 3.043316
H -1.694664 3.002543 1.837089
H -1.026816 2.458830 3.411544
H -2.919565 -0.803255 4.521514
H -1.169836 -0.928305 4.283938
H -2.232239 -2.293743 3.891884
H -4.435940 0.648328 2.642872
H -4.779246 -0.978921 2.097847
H -4.391207 0.278034 0.916819
H -3.262580 1.218140 -0.759832
H -2.655068 0.903715 -2.383336
H -1.560868 1.443270 -1.139112
H -4.250332 -2.010436 0.063777
H -3.711582 -2.862276 -1.378893
H -4.494794 -1.288356 -1.514049
H -0.061118 -1.498367 -2.232948
H -1.510271 -1.435036 -3.261950
H -1.183774 -2.855867 -2.285736
H -2.882787 -3.607149 0.598316
H -2.220337 -4.413761 2.015251
H -1.772505 -4.947658 0.402342
H 0.373286 -3.796229 -1.150561
H 1.485497 -4.116662 0.173297
H 1.396255 -2.506153 -0.518635
H -0.098018 -2.873390 3.572123
H 1.416645 -2.982699 2.683802
H 0.359456 -4.390464 2.797413
F 0.804794 3.851795 2.186473
C 1.679752 4.130366 1.244818
F 2.913070 4.029640 1.675830
F 1.452771 5.336341 0.774246
S 1.446372 2.952822 -0.252858
O 0.250810 2.056721 0.025000
O 1.204583 3.839106 -1.338246
N 2.763702 2.139136 -0.517510
S 3.109237 0.658215 -0.141493
O 1.842321 -0.139131 -0.188502
O 4.059028 0.328481 0.853974
C 3.923409 0.101711 -1.737492
F 5.214376 -0.008938 -1.549293
F 3.698500 0.980537 -2.735758
F 3.405587 -1.063614 -2.102928
C 3.058693 0.104286 4.112894
S 1.624045 0.627660 3.274318
O 1.928005 1.548836 2.171410
O 0.673621 1.111546 4.224570
O 1.120469 -0.608136 2.501414
H 3.312521 0.906647 4.803046
H 3.856413 -0.072351 3.396672
H 2.800702 -0.803384 4.655355
N 2.662620 1.912905 -5.397185
C 1.166510 2.122019 -5.492539
C 0.540662 2.181551 -4.104722
N 0.478016 0.943907 -3.355144
H 3.113629 1.953255 -6.312675
H 2.877785 1.006882 -4.975440
H 3.091613 2.625551 -4.801776
H 0.777502 1.295758 -6.085908
H 1.018195 3.052163 -6.038606
H -0.474523 2.557186 -4.250420
H 1.050056 2.934413 -3.500645
H 1.347508 0.631870 -2.949593
H 0.011100 0.188116 -3.834786

Cartesian forces, eV/Å:
Tc 0.1872 0.0387 0.3363
C 0.0312 -0.0086 -0.0073
O -0.1242 0.3653 0.1472
Si 0.0937 0.1857 -0.0913
C 0.0511 -0.0721 0.0732
C -0.0999 -0.0734 -0.1131
C 0.1982 -0.5070 -0.0349
Si 0.1265 0.0582 0.0086
C -0.0020 0.1155 0.0864
C -0.0857 -0.0344 -0.0308
C 0.0949 -0.0535 -0.0168
Si -0.0465 0.0579 -0.1776
C -0.0291 -0.0731 -0.0021
C 0.0239 0.0462 -0.1302
C 0.0266 0.1152 0.1267
H 0.0011 0.0119 0.0113
H -0.0001 0.0110 0.0067
H -0.0097 0.0024 0.0047
H 0.0169 0.0085 0.0243
H 0.0006 -0.0314 -0.0005
H -0.0506 0.0034 -0.0070
H -0.0141 -0.0140 0.0157
H 0.0044 -0.0012 0.0114
H -0.0092 0.0142 -0.0044
H -0.0106 -0.0075 0.0011
H -0.0753 -0.0522 0.0007
H 0.0491 0.0209 -0.0659
H -0.0046 0.0227 0.0094
H -0.0186 -0.0073 -0.0034
H 0.0015 -0.0170 -0.0229
H 0.0189 0.0131 -0.0174
H -0.0343 0.0021 0.0098
H -0.0173 -0.0065 -0.0138
H -0.0100 0.0019 -0.0073
H -0.0172 0.0019 0.0029
H 0.0199 -0.0220 0.0222
H -0.0034 -0.0192 0.0048
H -0.0262 -0.0209 0.0313
H 0.0243 -0.0177 0.0112
H -0.0136 -0.0503 0.0002
H 0.0199 -0.0453 -0.0289
H -0.0149 -0.0072 -0.0028
F -0.0723 0.1508 0.0220
C -0.0058 -0.1822 -0.1671
F 0.0108 0.0199 0.0385
F 0.0386 -0.0007 0.0306
S -0.1209 -0.4181 -0.5122
O 0.4830 0.4367 0.1991
O -0.1084 -0.0500 -0.0577
N 0.1938 0.1943 0.7018
S -0.9346 -0.3359 -0.7952
O 0.4012 -0.1586 0.0318
O 0.0125 0.3235 0.1071
C 0.0410 -0.0743 0.1507
F -0.0331 0.0278 -0.0803
F -0.0346 -0.0124 -0.0530
F 0.0609 0.0046 -0.0208
C 0.1664 -0.0395 -0.1472
S -0.3840 -0.0237 0.1123
O 0.0625 0.0400 0.0622
O 0.0451 -0.1455 0.0975
O -0.1732 0.1858 0.1542
H 0.0347 -0.0252 0.0219
H -0.0036 -0.0247 -0.0365
H 0.0067 0.0311 0.0581
N 0.0104 -0.0234 0.0523
C 0.0467 0.0093 -0.0321
C -0.1227 -0.0426 -0.0003
N 0.0924 0.1369 -0.0841
H -0.0002 -0.0232 -0.0148
H -0.0103 -0.0152 0.0109
H -0.0062 0.0395 -0.0234
H 0.0004 0.0150 -0.0072
H 0.0104 0.0137 0.0242
H 0.0101 0.0028 0.0180
H -0.0140 0.0343 0.0259
H 0.0112 -0.0015 -0.0640
H 0.0120 -0.0242 0.0092

Net charge: +2
Spin multiplicity: 2
Calculated total energy (eV): -111667.0606
Largest force on an atom (eV/Å): 1.3
<S²>: 1.0085
Orbital gap (alpha / beta) (eV): 7.50 / 7.77

Let us look at the Löwdin charges, expressed in e, one per atom:
1. Tc 1.581
2. C -0.031
3. O -0.430
4. Si 0.422
5. C -0.119
6. C -0.131
7. C -0.519
8. Si 0.461
9. C -0.164
10. C -0.163
11. C -0.175
12. Si 0.497
13. C -0.141
14. C -0.164
15. C -0.174
16. H 0.097
17. H 0.094
18. H 0.077
19. H 0.061
20. H 0.040
21. H 0.047
22. H 0.055
23. H 0.060
24. H 0.032
25. H 0.039
26. H 0.048
27. H -0.002
28. H 0.019
29. H 0.050
30. H 0.059
31. H 0.017
32. H 0.046
33. H 0.038
34. H 0.001
35. H 0.048
36. H 0.057
37. H 0.030
38. H 0.054
39. H 0.008
40. H 0.021
41. H 0.033
42. H 0.061
43. F 0.163
44. C -0.670
45. F 0.190
46. F 0.189
47. S 0.733
48. O -0.454
49. O -0.238
50. N -0.282
51. S 0.696
52. O -0.447
53. O -0.201
54. C -0.649
55. F 0.198
56. F 0.099
57. F 0.158
58. C -0.082
59. S 0.526
60. O -0.404
61. O -0.250
62. O -0.462
63. H 0.096
64. H 0.072
65. H 0.093
66. N 0.197
67. C -0.116
68. C -0.246
69. N 0.050
70. H 0.177
71. H 0.148
72. H 0.169
73. H 0.135
74. H 0.138
75. H 0.133
76. H 0.097
77. H 0.040
78. H 0.066